Entry 1:
{
  "formula": "C3H8N4P",
  "method": "the ωB97M-V functional and the def2-TZVPD basis",
  "relative_energy_kcal_mol": 37.24,
  "multiplicity": 3,
  "homo_ha": [-0.3847, -0.4935],
  "energy_ha": -679.00487,
  "s2": 2.042,
  "e_lumo_ev": [-4.075, -7.629],
  "orbital_gap_ev": [6.39, 5.80],
  "total_charge": 1,
  "elements": ["C", "C", "C", "N", "N", "N", "N", "P", "H", "H", "H", "H", "H", "H", "H", "H"],
  "xyz": [[0.067, 1.020, 2.535], [-0.623, -2.544, -0.278], [-3.151, 1.872, -0.270], [0.490, 0.624, 1.422], [-0.435, -1.341, 0.036], [-2.483, 1.078, 0.174], [2.617, -0.138, -1.882], [-0.005, 0.152, -0.142], [-1.006, 1.261, 2.554], [0.682, 1.220, 3.358], [-1.729, -2.667, -0.497], [0.236, -3.117, -0.359], [-3.557, 2.910, -0.426], [2.621, 0.817, -2.219], [2.709, -0.848, -2.538], [3.566, -0.299, -1.467]],
  "mulliken_spin": [-0.035, 0.699, 0.004, 0.338, 0.715, 0.004, -0.005, 0.075, 0.025, 0.015, 0.091, 0.071, 0.000, 0.001, 0.000, 0.000]
}

Entry 2:
{
  "formula": "C3H8N4S",
  "method": "the ωB97M-V functional and the def2-TZVPD basis",
  "relative_energy_kcal_mol": 56.86,
  "homo_ha": -0.2886,
  "energy_ha": -736.22751,
  "e_lumo_ev": 0.804,
  "smiles": "NNC1=NSCCN1",
  "orbital_gap_ev": 8.66,
  "elements": ["N", "N", "C", "N", "S", "C", "C", "N", "H", "H", "H", "H", "H", "H", "H", "H"],
  "xyz": [[-3.215, 0.075, 0.280], [-2.020, -0.701, -0.244], [-0.681, -0.346, -0.052], [0.213, -1.206, 0.150], [1.843, -0.891, -0.137], [1.842, 0.731, 0.555], [0.916, 1.582, -0.370], [-0.451, 1.162, -0.002], [-2.867, 0.960, 0.892], [-3.701, 0.489, -0.527], [-2.169, -1.649, -0.019], [1.421, 0.691, 1.470], [2.901, 1.224, 0.630], [1.019, 1.268, -1.476], [0.866, 2.579, -0.228], [-1.105, 1.587, -0.635]],
  "mulliken_charge": [-0.652, -0.078, 0.479, -0.589, -0.055, -0.619, -0.691, -0.421, 0.293, 0.256, 0.326, 0.380, 0.301, 0.324, 0.459, 0.286]
}